{
  "formula": "C14H42MnNO10",
  "method": "ωB97M-V/def2-TZVPD",
  "elements": ["Mn", "N", "O", "O", "O", "C", "C", "O", "H", "H", "H", "H", "H", "H", "C", "C", "O", "H", "H", "H", "H", "H", "H", "C", "C", "O", "H", "H", "H", "H", "H", "H", "C", "C", "O", "H", "H", "H", "H", "H", "H", "C", "C", "O", "H", "H", "H", "H", "H", "H", "C", "C", "O", "H", "H", "H", "H", "H", "H", "C", "C", "O", "H", "H", "H", "H", "H", "H"],
  "positions_angstrom": [[-19.9404, 12.3975, -13.4495], [-18.0018, 11.6256, -10.7852], [-17.2903, 10.6034, -10.7513], [-18.2227, 12.2996, -9.7631], [-18.4598, 12.0388, -11.8988], [-20.1463, 15.4465, -6.7504], [-18.9791, 14.5344, -7.0121], [-18.4970, 14.6439, -8.3570], [-20.3206, 15.6380, -5.6910], [-21.0833, 15.0535, -7.1556], [-19.9883, 16.4246, -7.2089], [-19.1462, 13.5129, -6.6595], [-18.0831, 14.8382, -6.4525], [-18.4812, 13.7892, -8.8186], [-16.6138, 7.3587, -14.1563], [-17.0303, 8.0351, -12.8790], [-17.1735, 9.4451, -13.1701], [-16.3042, 6.3356, -13.9357], [-15.7631, 7.8751, -14.5959], [-17.4451, 7.3078, -14.8604], [-16.2595, 7.9705, -12.1055], [-17.9396, 7.6219, -12.4317], [-17.2967, 9.9335, -12.3317], [-12.5939, 12.7656, -10.3553], [-13.7736, 13.2429, -11.1931], [-14.2333, 12.3309, -12.1790], [-11.6506, 12.7828, -10.9054], [-12.6678, 11.7560, -9.9472], [-12.5102, 13.4377, -9.4985], [-13.5151, 14.1912, -11.6593], [-14.5745, 13.3982, -10.4606], [-14.8487, 11.7120, -11.7799], [-21.8693, 14.5873, -10.5912], [-21.4589, 14.8673, -12.0174], [-20.1680, 14.1734, -12.2196], [-22.6823, 15.2381, -10.2564], [-21.0605, 14.8062, -9.8902], [-22.1961, 13.5572, -10.4568], [-21.2972, 15.9126, -12.2731], [-22.1895, 14.4438, -12.7099], [-19.4604, 14.7571, -11.9084], [-20.0031, 8.9690, -15.6015], [-19.1753, 10.2301, -15.7773], [-18.9376, 10.9155, -14.5198], [-19.9662, 8.4913, -14.6212], [-19.7318, 8.1759, -16.2980], [-21.0550, 9.1970, -15.7929], [-19.6253, 10.9101, -16.4990], [-18.2040, 9.9976, -16.2178], [-18.3234, 10.2957, -14.0050], [-14.8167, 6.8708, -7.8899], [-15.5043, 7.5453, -9.0690], [-14.7896, 8.7077, -9.4194], [-14.8051, 7.4929, -6.9972], [-13.8333, 6.5458, -8.2326], [-15.3361, 5.9572, -7.5824], [-16.5334, 7.7605, -8.7544], [-15.5922, 6.7853, -9.8570], [-15.4413, 9.4009, -9.5612], [-18.1151, 10.5055, -5.9754], [-16.8658, 11.2558, -6.4224], [-16.4295, 10.6906, -7.7051], [-17.9771, 9.4909, -6.3435], [-19.0325, 10.9888, -6.3022], [-18.1041, 10.4475, -4.8833], [-16.0386, 11.1662, -5.7264], [-17.0087, 12.2779, -6.7774], [-17.0200, 10.9705, -8.4104]],
  "relative_energy_kcal_mol": 45.3,
  "multiplicity": 6,
  "charge": 1,
  "fmax_ev_per_a": 2.596
}

{
  "formula": "CH7O3",
  "method": "ωB97M-V/def2-TZVPD",
  "elements": ["C", "O", "H", "H", "H", "H", "H", "O", "H", "H", "O"],
  "positions_angstrom": [[-1.6711, -0.5839, 0.0516], [-0.2674, -0.5116, 0.4257], [-1.9368, -1.5222, -0.5054], [-1.8680, 0.2313, -0.6506], [-2.3233, -0.6076, 0.9035], [0.3121, -0.6371, -0.6710], [1.5953, -1.2157, -1.6906], [0.8753, -0.5637, -1.6482], [1.7158, 1.6919, 0.8011], [0.4045, 0.8228, 0.9811], [0.9079, 1.6678, 1.2877]],
  "relative_energy_kcal_mol": 7.8,
  "charge": -1,
  "fmax_ev_per_a": 2.535
}

{
  "formula": "C2HN3S2",
  "method": "ωB97M-V/def2-TZVPD",
  "elements": ["C", "C", "N", "N", "N", "S", "S", "H"],
  "positions_angstrom": [[0.2144, -2.1546, -0.0859], [-1.0584, 1.6841, 0.2423], [-0.1903, -3.2246, -0.0872], [0.0892, 1.5349, 0.5807], [0.5815, -0.9373, -0.3031], [1.2495, 0.1861, 0.5429], [-2.4770, 2.0215, -0.3558], [1.5911, 0.8899, -0.5339]],
  "relative_energy_kcal_mol": 14.6,
  "fmax_ev_per_a": 2.607
}

{
  "formula": "C18H36FNO3P",
  "method": "ωB97M-V/def2-TZVPD",
  "elements": ["C", "C", "P", "C", "C", "N", "C", "C", "C", "C", "C", "C", "C", "C", "C", "C", "C", "O", "C", "C", "F", "C", "O", "O", "H", "H", "H", "H", "H", "H", "H", "H", "H", "H", "H", "H", "H", "H", "H", "H", "H", "H", "H", "H", "H", "H", "H", "H", "H", "H", "H", "H", "H", "H", "H", "H", "H", "H", "H", "H"],
  "positions_angstrom": [[-3.4057, 3.4686, 0.8453], [-2.4533, 2.6437, -0.0450], [-1.8543, 3.7791, -1.3784], [-0.7055, 4.9655, -0.5691], [0.0231, 4.4992, 0.7041], [-0.9489, 2.9768, -2.5994], [0.4265, 2.5598, -2.2803], [0.5770, 1.3640, -1.3327], [1.8806, 1.3864, -0.5099], [1.6596, 0.9595, 0.9554], [2.8866, 0.3009, 1.6196], [2.6641, -1.1715, 1.9518], [2.4951, -2.0447, 0.6831], [1.1383, -2.7595, 0.6230], [1.0928, -3.9780, 1.5799], [0.5243, -5.2572, 0.9320], [-0.4785, -5.9789, 1.8187], [-1.6918, -5.2624, 1.9647], [-2.5323, -5.3134, 0.8260], [-1.7176, 2.0313, -3.3443], [-2.1030, 0.9226, -2.5385], [-0.9933, 1.5171, -4.6229], [-0.0497, 0.7227, -4.4559], [-1.4533, 1.9877, -5.6737], [-2.8748, 4.1522, 1.5057], [-4.0183, 4.0956, 0.1880], [-4.0974, 2.8288, 1.3899], [-1.6348, 2.2895, 0.5885], [-3.0091, 1.8175, -0.4722], [0.0471, 5.2148, -1.3170], [-1.2742, 5.8636, -0.3396], [-0.6389, 3.9969, 1.4053], [0.4371, 5.3740, 1.2143], [0.8746, 3.8652, 0.4600], [0.9746, 2.3467, -3.1952], [0.9304, 3.4205, -1.8260], [-0.2931, 1.2167, -0.6974], [0.6277, 0.4813, -1.9737], [2.3485, 2.3746, -0.5463], [2.5972, 0.6859, -0.9429], [0.8209, 0.2637, 0.9859], [1.3947, 1.8496, 1.5275], [3.1030, 0.8295, 2.5525], [3.7785, 0.3893, 0.9956], [3.5186, -1.5414, 2.5239], [1.7811, -1.3003, 2.5819], [3.2840, -2.7984, 0.6341], [2.6081, -1.4124, -0.1989], [0.3858, -2.0503, 0.9668], [0.9445, -3.0883, -0.3955], [2.1181, -4.1921, 1.8886], [0.5285, -3.7508, 2.4839], [1.3447, -5.9560, 0.7439], [0.0870, -5.0387, -0.0432], [-0.0590, -6.0894, 2.8194], [-0.6835, -6.9816, 1.4235], [-3.4783, -5.7923, 1.0877], [-2.0865, -5.8944, 0.0161], [-2.7275, -4.3013, 0.4738], [-2.6401, 2.5125, -3.6631]],
  "total_energy_ev": -38889.8234,
  "charge": -1,
  "fmax_ev_per_a": 2.305
}

{
  "formula": "C5H13N2O",
  "method": "ωB97M-V/def2-TZVPD",
  "elements": ["C", "C", "C", "O", "N", "C", "C", "N", "H", "H", "H", "H", "H", "H", "H", "H", "H", "H", "H", "H", "H"],
  "positions_angstrom": [[-0.1947, -0.6765, -2.6353], [-0.1771, -0.6518, -1.1953], [-1.7147, -0.4834, -0.7845], [-2.2551, 0.5553, -1.0450], [0.7196, 0.3362, -0.5401], [0.1635, 1.1816, 0.5151], [-0.1673, 0.3925, 1.7469], [1.2037, -0.0327, 2.3230], [0.5229, -1.6397, -2.8723], [-1.1957, -0.6431, -3.0727], [0.4910, 0.0851, -3.0841], [0.1961, -1.6228, -0.7361], [-2.2500, -1.2587, -0.1139], [1.2773, 0.8429, -1.1632], [0.8541, 2.0538, 0.7901], [-0.6183, 1.8357, 0.2157], [-0.8569, 0.8659, 2.6035], [-0.7379, -0.6095, 1.5475], [1.3427, 0.5131, 3.2873], [1.9791, -0.0229, 1.7082], [1.4176, -1.0209, 2.5052]],
  "relative_energy_kcal_mol": 96.8,
  "charge": 1,
  "fmax_ev_per_a": 5.556
}

{
  "formula": "CH3OPS",
  "method": "ωB97M-V/def2-TZVPD",
  "elements": ["C", "O", "P", "S", "H", "H", "H"],
  "positions_angstrom": [[0.7477, 0.3606, 0.2264], [-1.5009, -0.2207, 0.2698], [-1.5721, -1.9573, -1.3482], [-0.7590, 0.4814, -0.6505], [1.4652, -0.4873, 0.3352], [0.4419, 0.5098, 1.2921], [1.1773, 1.3134, -0.1248]],
  "relative_energy_kcal_mol": 136.1,
  "fmax_ev_per_a": 11.998
}

{
  "formula": "C17H51N3O7",
  "method": "ωB97M-V/def2-TZVPD",
  "elements": ["C", "O", "C", "C", "C", "N", "H", "H", "H", "H", "H", "H", "H", "H", "H", "H", "H", "C", "O", "C", "C", "C", "N", "H", "H", "H", "H", "H", "H", "H", "H", "H", "H", "H", "C", "O", "C", "C", "C", "N", "H", "H", "H", "H", "H", "H", "H", "H", "H", "H", "H", "C", "C", "O", "H", "H", "H", "H", "H", "H", "C", "O", "H", "H", "H", "H", "C", "O", "H", "H", "H", "H", "C", "O", "H", "H", "H", "H"],
  "positions_angstrom": [[1.1507, 4.1830, 2.6280], [0.1534, 3.1737, 2.6215], [0.4489, 1.9523, 3.2627], [-0.8800, 1.2058, 3.4425], [-1.5759, 1.5329, 4.7962], [-0.5907, -0.2394, 3.3402], [0.6563, 5.0393, 2.2180], [2.0204, 3.9335, 2.0292], [1.5565, 4.4064, 3.6366], [1.0537, 1.3949, 2.5213], [0.9631, 2.1007, 4.2227], [-1.4760, 1.4282, 2.5643], [-2.5788, 1.0647, 4.8099], [-1.5646, 2.6066, 4.9128], [-0.9321, 1.1604, 5.6116], [-1.4228, -0.8434, 3.3635], [-0.0457, -0.6022, 4.1221], [2.9116, -3.3206, -0.8894], [2.4059, -3.0249, -2.1705], [1.6086, -4.0493, -2.7833], [0.8901, -3.5228, -3.9259], [1.8923, -3.0782, -4.9540], [0.0520, -2.4526, -3.4321], [2.0742, -3.4990, -0.1960], [3.4735, -2.4899, -0.5271], [3.6389, -4.1694, -0.9526], [2.2759, -4.8466, -3.1364], [0.8690, -4.6147, -2.1320], [0.1814, -4.2953, -4.3629], [1.3831, -2.5872, -5.7542], [2.5284, -3.8233, -5.4652], [2.6092, -2.4325, -4.4532], [0.6264, -1.6880, -3.1104], [-0.5411, -1.9950, -4.1401], [-2.2681, 1.6906, -2.6201], [-1.3477, 1.7953, -1.5620], [-1.8338, 2.3029, -0.3547], [-2.1145, 3.7914, -0.2850], [-0.9176, 4.5890, -0.9150], [-2.4826, 4.2509, 1.0678], [-3.0616, 0.9540, -2.4613], [-1.6343, 1.5708, -3.5117], [-2.8688, 2.6328, -2.7376], [-2.7694, 1.8008, -0.0740], [-1.0578, 2.1000, 0.3987], [-2.9578, 4.0148, -0.9581], [-0.7077, 4.2474, -1.9129], [0.0419, 4.4404, -0.3964], [-1.1269, 5.6069, -1.0389], [-3.2616, 3.6671, 1.4593], [-1.7267, 4.0342, 1.7384], [2.2097, 1.9586, -1.6538], [2.1090, 0.5255, -2.1487], [0.7773, 0.1871, -2.3726], [1.9196, 2.7006, -2.4244], [3.2856, 2.2217, -1.4093], [1.6403, 2.0909, -0.7153], [2.5222, -0.1260, -1.3983], [2.6846, 0.4461, -3.0413], [0.1924, 0.7144, -1.8221], [1.5444, -4.0953, 3.3841], [2.5592, -3.2323, 2.9002], [0.9801, -3.6911, 4.2359], [0.7864, -4.2262, 2.6080], [1.9217, -5.0749, 3.6449], [2.1481, -2.5167, 2.4096], [-3.4193, -1.8547, -0.2686], [-4.7332, -1.2032, -0.2865], [-3.4927, -2.9700, -0.2305], [-2.8040, -1.5364, -1.1112], [-2.9143, -1.6052, 0.6883], [-5.1874, -1.4421, 0.5051], [0.1229, -1.4825, 0.4980], [1.1077, -1.1544, 1.4611], [-0.4950, -2.2976, 0.9414], [-0.4663, -0.6599, 0.1069], [0.6674, -2.0243, -0.2398], [0.6124, -0.7492, 2.1852]],
  "relative_energy_kcal_mol": 0.0,
  "fmax_ev_per_a": 3.308
}

{
  "formula": "C39H97BClN3O14S10",
  "method": "ωB97M-V/def2-TZVPD",
  "elements": ["C", "C", "B", "O", "C", "O", "C", "N", "C", "O", "C", "C", "C", "N", "C", "C", "C", "C", "O", "N", "C", "C", "C", "C", "C", "Cl", "C", "C", "H", "H", "H", "H", "H", "H", "H", "H", "H", "H", "H", "H", "H", "H", "H", "H", "H", "H", "H", "H", "H", "H", "H", "H", "H", "H", "H", "H", "H", "H", "H", "H", "H", "H", "H", "H", "H", "C", "S", "O", "C", "H", "H", "H", "H", "H", "H", "C", "S", "O", "C", "H", "H", "H", "H", "H", "H", "C", "S", "O", "C", "H", "H", "H", "H", "H", "H", "C", "S", "O", "C", "H", "H", "H", "H", "H", "H", "C", "S", "O", "C", "H", "H", "H", "H", "H", "H", "C", "S", "O", "C", "H", "H", "H", "H", "H", "H", "C", "S", "O", "C", "H", "H", "H", "H", "H", "H", "C", "S", "O", "C", "H", "H", "H", "H", "H", "H", "C", "S", "O", "C", "H", "H", "H", "H", "H", "H", "C", "S", "O", "C", "H", "H", "H", "H", "H", "H"],
  "positions_angstrom": [[-7.7541, 3.8391, -1.4260], [-6.9209, 2.5845, -1.1084], [-5.3769, 2.8038, -0.9081], [-4.8497, 4.0513, -0.6260], [-4.4274, 1.5354, -1.0059], [-3.2743, 1.5841, -0.1520], [-2.0704, 1.7605, -0.7910], [-1.9920, 3.1306, -1.4098], [-1.5571, 3.3195, -2.5149], [-1.1824, 3.4763, -3.5991], [-0.9182, 1.5849, 0.2166], [-1.2927, 2.0371, 1.6280], [-1.6482, 3.5272, 1.6762], [-1.8974, 4.0908, 3.0062], [-3.1099, 3.6490, 3.7007], [-3.0306, 2.4148, 4.6005], [-0.7218, 4.2204, 3.8137], [-0.3083, 5.6283, 4.1541], [-0.0742, 3.2645, 4.1826], [-0.3962, 0.2034, 0.0580], [-0.1929, -0.5763, 1.3077], [0.8192, -1.7251, 1.2060], [-1.5178, -1.1958, 1.8002], [-1.5089, -1.3181, 3.3239], [0.6485, 0.2426, -0.9040], [2.1883, 0.8771, -0.0828], [0.9638, -0.9875, -1.7630], [-0.2288, -1.9014, -2.0575], [-7.1567, 4.6292, -1.8854], [-8.2121, 4.2552, -0.5260], [-8.5699, 3.6061, -2.1148], [-7.3015, 2.1102, -0.1942], [-7.0503, 1.8368, -1.9012], [-4.6254, 4.5995, -1.3819], [-4.1179, 1.4105, -2.0554], [-4.9865, 0.6288, -0.7497], [-1.9690, 1.0151, -1.5920], [-0.1423, 2.3015, -0.0839], [-2.0858, 1.4351, 2.0571], [-0.4145, 1.9147, 2.2610], [-0.8219, 4.1032, 1.2384], [-2.5278, 3.7437, 1.0633], [-3.4666, 4.4862, 4.3152], [-3.8647, 3.5061, 2.9217], [-4.0330, 2.1944, 4.9816], [-2.3771, 2.5903, 5.4575], [-2.6728, 1.5300, 4.0772], [-0.1558, 5.6964, 5.2346], [0.6412, 5.8340, 3.6561], [-1.0558, 6.3535, 3.8415], [0.2015, 0.0784, 2.0901], [1.8485, -1.3843, 1.1211], [0.7425, -2.2919, 2.1402], [0.5755, -2.4140, 0.4004], [-1.5819, -2.1896, 1.3418], [-2.3804, -0.6407, 1.4303], [-2.5088, -1.5850, 3.6822], [-1.1948, -0.3881, 3.8050], [-0.8500, -2.1282, 3.6238], [0.4249, 1.0595, -1.5943], [1.7492, -1.5728, -1.2875], [1.3697, -0.6172, -2.7070], [-0.1747, -2.2429, -3.0937], [-1.2007, -1.4225, -1.9221], [-0.2232, -2.8040, -1.4459], [4.8157, -3.6600, -4.6716], [4.2493, -3.4620, -2.9812], [2.7626, -3.6052, -3.0083], [4.6164, -1.7176, -2.8683], [4.6333, -4.6934, -4.9598], [4.2530, -2.9845, -5.3155], [5.8809, -3.4326, -4.7173], [4.0803, -1.1843, -3.6536], [5.6912, -1.5840, -2.9864], [4.2878, -1.3666, -1.8906], [2.2408, 2.2924, 5.4611], [2.7152, 1.3957, 3.9823], [4.1489, 1.0135, 4.1393], [2.6538, 2.8176, 2.8963], [2.2625, 1.5880, 6.2905], [2.9547, 3.0982, 5.6330], [1.2291, 2.6802, 5.3278], [3.3257, 3.5954, 3.2602], [1.6318, 3.1957, 2.8589], [2.9585, 2.4916, 1.9046], [2.0844, 7.2049, 0.4267], [0.8214, 5.9488, 0.6490], [0.9299, 5.4909, 2.0631], [1.6136, 4.6867, -0.3464], [1.7942, 8.0674, 1.0230], [3.0411, 6.8152, 0.7734], [2.1339, 7.4833, -0.6260], [2.6056, 4.4772, 0.0539], [1.6742, 5.0166, -1.3840], [1.0021, 3.7903, -0.2809], [-1.9694, -3.8632, 6.7316], [-0.4142, -3.2103, 6.1145], [-0.1327, -3.9222, 4.8337], [0.6399, -3.9447, 7.3593], [-2.7538, -3.5436, 6.0484], [-1.9140, -4.9514, 6.7572], [-2.1568, -3.4605, 7.7269], [0.5278, -5.0279, 7.3486], [0.3774, -3.5454, 8.3386], [1.6675, -3.6831, 7.1121], [4.0233, -2.2129, 3.3637], [2.9350, -3.3762, 4.1947], [3.5273, -3.6291, 5.5456], [3.3561, -4.7954, 3.1837], [3.9496, -1.2537, 3.8731], [5.0520, -2.5722, 3.4040], [3.6924, -2.0980, 2.3313], [4.4313, -4.9698, 3.2310], [3.0355, -4.6052, 2.1593], [2.8138, -5.6492, 3.5852], [-0.0496, -5.2721, -3.5541], [-1.4885, -5.9809, -2.7501], [-1.9350, -5.0036, -1.7221], [-0.5889, -7.2695, -1.8776], [-0.3813, -4.4060, -4.1224], [0.6808, -4.9598, -2.8078], [0.3861, -6.0076, -4.2309], [0.1658, -6.8073, -1.2415], [-0.1289, -7.9428, -2.6010], [-1.3076, -7.8146, -1.2692], [-4.7362, 2.1180, -7.5224], [-4.0263, 2.1657, -5.8783], [-5.1633, 2.2192, -4.9153], [-3.3819, 3.8368, -5.9708], [-5.2254, 1.1562, -7.6544], [-5.4607, 2.9275, -7.6192], [-3.9455, 2.2126, -8.2661], [-4.1989, 4.5246, -6.1901], [-2.6015, 3.8969, -6.7291], [-2.9581, 4.0507, -4.9933], [-7.8051, 1.6655, -10.3990], [-7.0773, 0.0241, -10.4530], [-5.6809, 0.1645, -9.9602], [-6.9764, -0.0855, -12.2426], [-7.9054, 1.9403, -9.3508], [-7.1457, 2.3673, -10.9093], [-8.7888, 1.6426, -10.8678], [-6.3769, 0.7428, -12.6194], [-7.9811, -0.0644, -12.6645], [-6.4964, -1.0319, -12.4817], [4.3726, -7.1803, 9.7583], [3.9105, -5.4577, 9.5374], [2.4314, -5.4458, 9.3635], [4.6362, -5.2597, 7.9123], [3.9657, -7.5101, 10.7118], [3.9466, -7.7694, 8.9464], [5.4594, -7.2640, 9.7711], [4.1942, -5.9832, 7.2279], [5.7155, -5.3974, 7.9865], [4.4127, -4.2567, 7.5566], [9.7391, -0.4168, -5.2224], [8.4625, -0.1973, -3.9809], [7.2911, -0.9995, -4.4361], [8.0852, 1.5109, -4.3783], [10.0704, -1.4514, -5.1670], [9.3211, -0.2100, -6.2071], [10.5735, 0.2494, -5.0040], [7.7857, 1.5779, -5.4238], [8.9610, 2.1291, -4.1815], [7.2648, 1.8194, -3.7338]],
  "total_energy_ev": -196695.4886,
  "fmax_ev_per_a": 1.852
}

Question: Which formula does entry 8 have?
Answer: C39H97BClN3O14S10